[1]
A molecular structure, C2H4INS, computed with the ωB97M-V functional and the def2-TZVPD basis.

Its energy above the lowest of the compared OMol25 structures with the same formula, charge and spin is 84.3 kcal per mole. For the total energy, the calculation gives -829.08862 Eh. The value obtained for the lowest unoccupied orbital energy is -0.50 eV. Its largest force on an atom is 3.45 eV/Å.

Last column: Mulliken charge in e.
Geometry (Å):
1 C 0.294 0.834 1.965  -0.2656
2 H -0.011 -2.792 -2.145  0.1590
3 I -1.591 1.138 -1.904  0.1195
4 H 1.759 0.707 0.687  0.2113
5 H -0.668 1.312 2.040  0.2355
6 S -0.898 -1.877 -1.854  -0.0876
7 C -0.289 -0.372 -2.266  -0.2061
8 N 0.936 1.126 0.938  -0.4051
9 H 0.469 -0.075 2.540  0.2391

=====

[2]
A molecular structure, C9H10N2, computed with the ωB97M-V functional and the def2-TZVPD basis.

Its energy above the lowest of the compared OMol25 structures with the same formula, charge and spin is 140.4 kcal per mole. For the total energy, the calculation gives -458.24669 Eh. The value obtained for the lowest unoccupied orbital energy is 0.51 eV. Its largest force on an atom is 4.36 eV/Å.

Last column: Mulliken charge in e.
Geometry (Å):
1 H -1.625 0.023 2.918  0.2720
2 H -1.024 -1.478 2.434  0.3538
3 C -1.692 -0.740 2.126  -1.2295
4 H -2.721 -0.994 2.088  0.3426
5 H -0.275 0.569 -2.949  0.3367
6 H 1.182 2.507 1.165  0.2934
7 H 2.109 -2.990 -0.624  0.2567
8 H -2.061 0.984 -2.862  0.2561
9 C -1.128 0.650 -2.349  -1.0209
10 H 2.798 2.574 0.546  0.3185
11 H 1.468 2.700 -0.602  0.2854
12 C 0.999 -1.189 -0.315  0.3266
13 C -0.127 -0.220 -0.152  0.7407
14 C -1.263 -0.305 0.752  0.4790
15 C 1.085 -2.447 -0.668  -0.8530
16 C -1.217 0.458 -1.039  0.4463
17 N 2.124 -0.406 0.013  -0.6935
18 C 1.575 0.711 0.231  0.5935
19 H 0.197 -2.947 -1.050  0.2916
20 C 1.740 2.182 0.286  -1.0576
21 N -2.144 0.359 0.053  -0.7383

=====

[3]
A molecular structure, C18H52AsF6N4O6, computed with the ωB97M-V functional and the def2-TZVPD basis.

For the total energy, the calculation gives -4222.19601 Eh. Its multiplicity is 2. The value obtained for the lowest unoccupied orbital energy (alpha / beta) is -0.29 / -5.64 eV. Its largest force on an atom is 3.35 eV/Å.

Last column: Löwdin spin population.
Geometry (Å):
1 N -2.098 -1.159 -3.134  0.3906
2 C 2.759 3.222 -2.745  0.0002
3 C 1.810 4.205 -2.033  0.0015
4 H -2.231 -4.038 -2.901  0.0020
5 C 2.962 1.892 -4.611  0.0011
6 F 2.345 0.780 0.039  0.0001
7 H -2.572 -3.400 -4.346  -0.0004
8 O 4.948 1.389 4.894  0.0000
9 H 3.422 2.502 -5.388  0.0001
10 H -5.190 1.021 -1.250  0.0001
11 H 1.202 -4.828 -0.103  0.0000
12 C -3.337 1.601 -0.506  0.0022
13 H -0.478 -1.119 -5.327  0.0028
14 H 0.486 -2.468 -4.844  0.0079
15 C -3.938 1.725 0.911  0.0020
16 H -0.175 -4.384 -1.327  0.0000
17 C 1.943 -1.164 -3.282  0.0174
18 H 3.208 0.478 3.840  0.0000
19 C 1.931 -3.331 7.125  0.0000
20 H 1.608 5.655 -0.458  0.0000
21 H 2.873 4.494 -0.219  0.0000
22 H -2.523 -1.462 -2.269  0.0174
23 N -1.399 -2.860 5.130  0.0000
24 H 2.834 -1.237 -3.905  0.0115
25 F -0.863 -0.716 1.020  0.0000
26 H -5.076 2.675 -1.427  0.0002
27 H -1.599 2.411 0.061  0.0008
28 C 2.413 5.131 -0.974  0.0012
29 N 0.673 3.512 -1.431  0.0120
30 H -2.699 3.317 -0.804  0.0008
31 H 3.111 2.530 -1.980  0.0000
32 H -4.914 1.848 -4.792  0.0000
33 H 3.977 2.041 3.308  0.0000
34 C -4.449 1.785 -1.485  0.0002
35 C -5.174 1.796 -3.735  0.0002
36 H 1.749 -1.629 4.935  0.0000
37 H 0.103 4.258 -1.058  0.0002
38 O -4.061 1.666 -2.841  0.0045
39 F 1.371 -0.236 2.169  0.0000
40 H -2.926 0.593 -0.564  -0.0002
41 H -4.391 0.775 1.193  0.0003
42 H -1.089 -0.449 6.507  0.0000
43 H -2.769 -1.377 -3.856  0.0118
44 H 1.737 -4.383 6.915  0.0000
45 C -1.722 -3.450 -3.665  0.0670
46 H -0.009 0.233 5.346  0.0000
47 H -3.054 1.830 1.540  0.0000
48 C 4.132 1.045 3.723  0.0000
49 H 3.726 1.388 -4.018  0.0001
50 H -1.707 -0.118 4.983  0.0000
51 O 0.869 -2.514 6.595  0.0000
52 H -0.948 -4.129 -4.022  0.0044
53 H 2.843 -3.011 6.622  0.0000
54 F 0.160 1.658 1.082  0.0001
55 F 0.207 0.428 -1.170  0.0030
56 H 3.448 3.886 -3.267  0.0000
57 As 0.741 0.006 0.534  0.0000
58 C -0.047 -1.603 -4.450  0.0650
59 H -0.344 -1.744 3.712  0.0000
60 C -0.805 -0.504 5.456  0.0000
61 C -1.087 -2.109 -3.350  0.1022
62 F 1.176 -1.563 -0.104  0.0002
63 H -1.041 -3.245 5.993  0.0000
64 H 1.900 -3.203 8.207  0.0000
65 H -1.460 -3.567 4.412  0.0000
66 H 5.247 0.610 5.368  0.0000
67 H -5.648 2.777 -3.729  0.0002
68 H 1.336 4.905 -2.722  0.0001
69 H 4.775 0.577 2.978  0.0000
70 O 2.093 2.618 -3.796  0.0003
71 O 0.752 -0.610 -3.877  0.2332
72 H -0.314 -5.733 -0.113  0.0000
73 O -0.180 -3.852 0.655  0.0000
74 C -0.436 -1.818 4.796  0.0000
75 H -4.675 2.507 1.094  0.0000
76 H -0.692 -2.288 -2.350  -0.0005
77 H 1.221 -3.262 4.636  0.0000
78 N -2.182 2.451 -0.763  0.0287
79 C 0.951 -2.340 5.150  0.0000
80 H 2.400 1.022 -4.953  0.0002
81 H 1.128 3.035 -0.665  0.0004
82 H 1.866 -2.144 -2.811  0.0052
83 H -5.953 1.038 -3.656  0.0001
84 H 3.191 5.801 -1.341  0.0002
85 H 2.324 -0.335 -2.685  0.0013
86 H 0.162 -2.963 0.536  0.0000
87 C 0.145 -4.776 -0.362  0.0000